Arrangement w

2 unconnected molecules or ions with the total composition C4H9O3. Source: OMol25; level of theory: ωB97M-V/def2-TZVPD.

Each line ends with the Mulliken spin population.
Cartesian coordinates (Å):
O (-1.012, 0.165, 2.338)  0.288
C (-1.165, -0.224, 1.180)  0.020
C (-0.386, 0.236, 0.115)  0.453
C (-0.174, -0.557, -1.085)  0.059
C (0.707, -1.708, -0.828)  0.060
O (2.017, -1.422, -0.725)  0.003
H (-1.917, -0.921, 1.000)  0.004
H (1.986, -1.144, 0.184)  -0.005
H (-0.046, 1.283, 0.249)  0.088
H (-1.052, -0.922, -1.454)  0.030
H (0.207, -0.001, -1.957)  -0.002
H (0.466, -2.342, 0.187)  -0.008
H (0.693, -2.453, -1.705)  0.004
H (-0.362, 3.905, 0.302)  0.000
H (-0.069, 2.583, 1.236)  0.006
O (0.107, 3.522, 0.962)  0.000

Output
Charge: 0
HOMO-LUMO gap (alpha / beta) in eV: 10.32 / 8.62
2S+1: 2
<S²>: 0.766

=====

Arrangement x

2 unconnected molecules or ions with the total composition C4H9O3. Source: OMol25; level of theory: ωB97M-V/def2-TZVPD.

Each line ends with the Mulliken spin population.
Cartesian coordinates (Å):
C (1.105, 0.030, -0.816)  0.000
C (2.378, 0.057, -1.628)  0.001
O (1.417, -0.389, 0.507)  0.006
H (0.653, 1.023, -0.717)  0.000
H (0.362, -0.635, -1.267)  0.001
H (2.937, -0.867, -1.492)  0.000
H (0.644, -0.798, 0.913)  0.003
H (3.032, 0.875, -1.332)  0.000
H (2.091, 0.166, -2.676)  0.000
C (-2.442, 0.531, 0.864)  0.119
C (-1.659, -0.523, 1.704)  -0.029
O (-1.572, -0.423, 2.894)  0.032
O (-1.148, -1.382, 0.877)  0.853
H (-2.810, 0.148, -0.082)  -0.001
H (-1.749, 1.357, 0.711)  -0.002
H (-3.239, 0.829, 1.538)  0.018

Output
Charge: 0
HOMO-LUMO gap (alpha / beta) in eV: 10.84 / 6.48
2S+1: 2
<S²>: 0.755

=====

Quick ranking, most stable first: arrangement x, arrangement w.

=====

Arrangement w

C3H2O2 in the gas phase. Source: OMol25; level of theory: ωB97M-V/def2-TZVPD.

Each line ends with the natural charge from an NBO analysis.
Cartesian coordinates (Å):
C (-0.124, -0.048, 0.229)  -0.360
C (-0.250, 0.574, 1.934)  0.415
C (-0.973, -0.577, 1.256)  0.405
O (-0.172, -0.794, 2.359)  -0.463
O (-1.667, 0.500, 1.776)  -0.464
H (-0.562, 0.586, -0.525)  0.233
H (0.791, -0.563, -0.023)  0.234

Output
Charge: 0
HOMO-LUMO gap in eV: 11.09
SMILES string: C1[C@]23O[C@]12O3

=====

Arrangement x

2 unconnected molecules or ions with the total composition C3H2O2. Source: OMol25; level of theory: ωB97M-V/def2-TZVPD.

Each line ends with the natural charge from an NBO analysis.
Cartesian coordinates (Å):
C (-0.091, -1.423, -0.138)  0.481
C (-0.996, 0.420, 0.240)  -0.607
C (-2.251, 0.208, 0.122)  0.635
O (-3.370, 0.009, -0.107)  -0.457
O (0.132, -2.644, 0.121)  -0.470
H (0.523, -0.815, -0.911)  0.148
H (-0.187, 0.887, 0.768)  0.270

Output
Charge: 0
HOMO-LUMO gap (alpha / beta) in eV: 8.80 / 8.80

=====

Quick ranking, most stable first: arrangement x, arrangement w.

=====

Arrangement w

A molecular structure, CHCl4PS. Source: OMol25; level of theory: ωB97M-V/def2-TZVPD.

Each line ends with the natural charge from an NBO analysis.
Cartesian coordinates (Å):
C (-0.035, 1.187, -0.170)  -0.491
P (-0.006, -1.135, -0.037)  0.941
S (-1.697, -1.849, 0.586)  -0.416
Cl (-1.507, 1.577, -0.868)  0.084
Cl (-0.065, 1.602, 1.509)  0.027
Cl (0.892, -1.779, -1.683)  -0.195
Cl (1.399, -1.130, 1.311)  -0.208
H (1.019, 1.526, -0.647)  0.259

Output
Charge: 0
HOMO-LUMO gap in eV: 8.91

=====

Arrangement x

CHCl4PS in the gas phase. Source: OMol25; level of theory: ωB97M-V/def2-TZVPD.

Each line ends with the natural charge from an NBO analysis.
Cartesian coordinates (Å):
C (-1.182, 0.618, -0.134)  -0.727
P (0.574, 0.060, -0.314)  1.027
S (0.937, -1.609, 0.729)  0.071
Cl (-0.733, -1.916, 1.608)  -0.057
Cl (-1.560, 0.888, 1.544)  -0.001
Cl (0.774, -0.636, -2.241)  -0.225
Cl (2.609, 1.052, -0.372)  -0.342
H (-1.418, 1.543, -0.820)  0.255

Output
Charge: 0
HOMO-LUMO gap (alpha / beta) in eV: 7.66 / 7.65
SMILES string: ClC=P(Cl)(Cl)SCl

=====

Quick ranking, most stable first: arrangement w, arrangement x.

=====

Arrangement w

A gas-phase ion, C5H12NO (charge -1). Source: OMol25; level of theory: ωB97M-V/def2-TZVPD.

Each line ends with the natural charge from an NBO analysis.
Cartesian coordinates (Å):
C (-1.676, -0.543, -0.209)  -0.408
C (-2.833, -0.255, -1.185)  -0.621
C (-0.347, 0.020, -0.740)  -0.209
N (0.751, -0.345, 0.143)  -0.673
C (1.476, 0.804, 0.776)  -0.260
C (2.822, 0.202, 1.462)  0.040
O (2.976, 0.504, 2.713)  -0.918
H (-1.660, -1.610, -0.045)  0.197
H (-1.809, -0.027, 0.744)  0.205
H (-3.629, 0.445, -0.921)  0.198
H (-3.340, -1.185, -1.410)  0.193
H (-2.447, 0.101, -2.153)  0.193
H (-0.232, -0.315, -1.788)  0.153
H (-0.314, 1.126, -0.734)  0.182
H (1.406, -1.057, -0.137)  0.363
H (1.680, 1.449, -0.101)  0.128
H (0.788, 1.197, 1.523)  0.178
H (3.658, 0.482, 0.777)  0.052
H (2.729, -0.995, 1.285)  0.007

Output
Charge: -1
HOMO-LUMO gap in eV: 5.75
SMILES string: CCCNCC[O-]

=====

Arrangement x

A gas-phase ion, C5H12NO (charge -1). Source: OMol25; level of theory: ωB97M-V/def2-TZVPD.

Each line ends with the natural charge from an NBO analysis.
Cartesian coordinates (Å):
C (0.121, 2.485, 0.797)  0.014
O (-0.917, 2.770, 1.533)  -0.932
C (-0.042, 1.193, -0.046)  -0.454
C (0.914, 0.145, 0.344)  -0.399
C (0.826, -1.235, -0.463)  -0.423
C (-0.569, -1.762, -0.856)  -0.214
N (-1.369, -2.215, 0.215)  -0.847
H (0.338, 3.248, -0.041)  0.024
H (1.105, 2.498, 1.288)  0.063
H (-1.064, 1.078, -0.056)  0.214
H (0.081, 1.304, -1.195)  0.136
H (1.964, 0.506, 0.224)  0.193
H (0.755, 0.054, 1.406)  0.199
H (1.275, -2.174, -0.088)  0.187
H (1.472, -1.094, -1.355)  0.194
H (-1.103, -0.834, -1.331)  0.160
H (-0.607, -2.535, -1.614)  0.168
H (-1.009, -1.886, 1.112)  0.355
H (-2.171, -1.547, 0.127)  0.359

Output
Charge: -1
HOMO-LUMO gap in eV: 6.06
SMILES string: NCCCCC[O-]

=====

Quick ranking, most stable first: arrangement w, arrangement x.